1.
C17H64N8O15 | ωB97M-V/def2-TZVPD

The geometry in XYZ format:
```
104
Properties=species:S:1:pos:R:3
C 2.21579 2.73508 -3.21879
C 1.19079 3.61008 -4.06779
O 2.01579 4.39708 -4.85879
H 2.83279 2.34108 -3.94279
H 1.82779 1.97608 -2.58379
H 2.79179 3.37808 -2.54679
H 0.54179 4.24708 -3.43479
H 0.48779 2.90908 -4.57279
H 2.18079 3.92808 -5.69979
C -2.35121 -2.06292 -2.63079
C -2.92221 -1.53292 -1.37979
O -4.31221 -1.51292 -1.54379
H -2.45921 -3.13992 -2.67879
H -1.26121 -1.91292 -2.57879
H -2.82921 -1.58892 -3.56979
H -2.57421 -0.58392 -1.20079
H -2.78521 -2.17892 -0.48079
H -4.83221 -1.02992 -0.87579
C 0.27679 -0.01992 0.18121
O 0.88779 -0.07392 -1.07079
N -0.76521 0.69108 0.46921
N 0.78379 -0.60492 1.23821
H -1.08121 1.41208 -0.26779
H -1.21921 1.00108 1.32321
H 1.63579 -1.15892 1.30721
H 0.19179 -0.71892 2.03621
C 3.40179 -2.54292 0.45721
O 4.46679 -1.89492 -0.05679
N 3.03879 -2.24992 1.63321
N 2.82279 -3.58892 -0.03779
H 3.62879 -1.52592 2.08521
H 2.37579 -2.79192 2.14621
H 3.14279 -3.87692 -1.00179
H 1.97679 -4.06692 0.20721
C -3.05721 2.77608 -0.91879
O -4.02421 1.88608 -1.33579
N -3.22921 3.74008 -0.09679
N -1.79221 2.61008 -1.34379
H -4.10321 4.01008 0.24121
H -2.41021 4.17308 0.33021
H -1.56121 1.83408 -1.99179
H -1.00621 3.25208 -0.98979
C 2.51579 -2.45092 -3.09979
O 1.51979 -3.36292 -2.94579
N 3.64179 -2.73392 -3.80679
N 2.56379 -1.22892 -2.53879
H 3.70179 -3.62792 -4.34179
H 4.55979 -2.22092 -3.54579
H 1.87779 -0.87492 -1.80579
H 3.33379 -0.56092 -2.64379
C -1.51021 1.99508 3.76021
O -1.91321 2.19108 2.43221
H -0.64021 1.40908 3.69921
H -2.24921 1.60708 4.41621
H -1.34021 2.96108 4.24621
H -1.82621 3.14308 2.24621
C 0.97179 3.29508 -0.04479
O 0.19179 4.22608 -0.70879
H 0.62379 2.87008 0.92521
H 1.98179 3.78008 0.13821
H 1.10379 2.41608 -0.66379
H 0.04579 4.89608 -0.07179
C -0.83121 -3.74292 0.68121
O -0.17121 -2.97792 -0.28179
H -1.15721 -3.14692 1.47621
H -0.27421 -4.51092 1.08121
H -1.57721 -4.26192 0.33921
H 0.12279 -2.22192 0.19521
C 0.99779 -4.73292 3.54921
O 1.11679 -3.44892 2.99621
H 0.67879 -4.62792 4.58021
H 1.90079 -5.28292 3.33621
H 0.21379 -5.29092 3.08121
H 0.32879 -2.99292 3.21221
C -2.01021 -1.37992 3.16721
O -0.66921 -1.64992 3.55121
H -2.07821 -1.26992 2.07721
H -2.51821 -0.48492 3.56021
H -2.48221 -2.26292 3.53021
H -0.55421 -1.16792 4.39821
C 1.98779 1.33908 4.27121
O 2.26479 1.79808 3.01021
H 2.88179 1.16208 4.91121
H 1.25979 0.53508 4.12621
H 1.41979 2.14908 4.81821
H 1.53679 1.41908 2.44621
C 3.90579 1.16508 0.31821
O 3.76379 0.85708 -1.06379
H 2.95479 1.13608 0.79421
H 4.13979 2.29208 0.43021
H 4.75179 0.63908 0.69321
H 3.47879 -0.06192 -1.20179
C -2.06521 1.11708 -4.18479
O -0.95321 0.99408 -3.27979
H -3.04121 1.17108 -3.64579
H -2.05421 0.24208 -4.72779
H -1.77621 1.86908 -4.88679
H -0.22221 0.45308 -3.65879
C -4.42421 0.32708 1.33621
O -5.51821 -0.41792 0.90121
H -4.35121 0.09508 2.37021
H -4.47921 1.42608 1.21621
H -3.55621 0.08708 0.68521
H -6.23321 -0.31692 1.46521
```

The largest force on an atom comes out at 9.6 eV/Å. The charge is 0. Its spin multiplicity is 1. Its HOMO energy is -0.3087 Ha. As for the total energy: -61293.0744 eV. For the relative energy (zero: lowest compared OMol25 entry of this formula, charge and spin), the calculation gives 8.6277 eV.

Atom charges from the Löwdin analysis, given in e for atoms 1 to 8: number 1, C, carries -0.06; number 2, C, carries -0.31; number 3, O, carries -0.08; number 4, H, carries 0.04; number 5, H, carries 0.02; number 6, H, carries 0.08; number 7, H, carries 0.10; number 8, H, carries 0.10

=====

2.
C17H68N5O18 | ωB97M-V/def2-TZVPD

The geometry in XYZ format:
```
108
Properties=species:S:1:pos:R:3
C 3.06260 2.87267 1.20708
C 4.02780 1.77906 1.80169
C 3.70853 0.29694 1.36639
C 2.29692 0.09724 0.72849
O 1.91699 -1.28907 0.94722
N 0.59312 -1.46294 0.74785
C 0.19400 -2.04013 -0.57248
O 1.09223 -3.04528 -0.97040
C 1.45054 -2.95770 -2.36493
C 2.97681 -2.55189 -2.49743
C -0.31607 -1.18924 1.64755
N 0.18082 -0.69537 2.90501
C 0.80814 -1.73583 3.77016
C -0.91055 0.09772 3.52681
C -0.70296 1.65443 3.40169
C -1.58477 2.40950 2.33500
C -0.75973 2.76665 1.03973
O -0.70514 1.68186 0.11071
C -2.13564 -0.61547 2.87593
N -2.37895 -1.79523 3.80899
N -1.73354 -1.34965 1.62077
C -2.49956 -0.71144 0.51194
C -3.73073 -1.67445 0.23293
C -4.64456 -1.18743 -0.94974
N -4.82111 0.27471 -1.05254
H 2.22858 3.00926 1.94668
H 2.68037 2.65583 0.18555
H 3.59888 3.85720 1.20617
H 4.06117 1.85454 2.91787
H 5.06259 2.00909 1.43497
H 4.51289 -0.15308 0.73071
H 3.71792 -0.32172 2.30563
H 1.50191 0.75316 1.14299
H 2.39281 0.30373 -0.37324
H -0.80980 -2.51808 -0.39351
H 0.02254 -1.23462 -1.32522
H 0.75500 -2.34150 -2.97903
H 1.37153 -4.00222 -2.76527
H 3.53506 -3.41940 -2.93213
H 3.36818 -2.27087 -1.49665
H 3.03873 -1.74123 -3.25646
H 1.07213 -1.27022 4.74191
H 1.74090 -2.13171 3.30227
H 0.10774 -2.59234 3.90244
H -0.74327 -0.08847 4.61835
H 0.36802 1.80801 3.09531
H -0.78268 2.15398 4.40121
H -2.56144 1.93880 2.10444
H -1.82690 3.41235 2.78141
H 0.25868 3.15232 1.27148
H -1.32874 3.59417 0.53454
H -0.84072 2.02636 -0.79509
H -3.12874 -0.12225 2.89689
H -2.32642 -1.49194 4.78163
H -3.37173 -2.01318 3.67074
H -2.93658 0.27929 0.74946
H -1.94511 -0.60565 -0.44632
H -3.30268 -2.67834 0.01119
H -4.29552 -1.78514 1.19685
H -5.65414 -1.65321 -0.79900
H -4.24309 -1.65389 -1.88311
H -3.95796 0.62798 -1.46918
H -4.93333 0.68653 -0.12875
O 2.39899 0.70990 -3.61697
H 1.58452 1.03551 -3.21855
H 2.32126 0.95009 -4.54628
O -3.29590 -4.06302 -2.05212
H -2.97898 -4.78199 -1.49402
H -3.33632 -4.45175 -2.93292
O 0.38956 2.93441 -2.40693
H 0.61729 3.79072 -2.79533
H 0.94255 2.88247 -1.61861
O 1.86857 4.62034 -4.54925
H 1.87172 4.86645 -5.47993
H 2.66709 4.09207 -4.44398
O 2.46239 -2.54060 -6.09815
H 2.45213 -1.94998 -5.33878
H 1.96532 -3.31334 -5.80089
O 4.04951 5.90241 1.70584
H 4.62015 5.82747 2.47945
H 3.43948 6.61361 1.93197
O -4.61927 2.67497 3.20084
H -4.40296 3.53428 2.82400
H -4.07299 2.62139 3.99162
O 7.04938 2.28545 0.52971
H 6.52542 2.30725 -0.27827
H 7.61456 1.51311 0.42095
O -6.08898 -3.46001 1.60685
H -6.02504 -3.70700 0.67854
H -6.93315 -3.82991 1.88661
O 5.15868 6.45609 -0.83749
H 4.90159 6.10355 0.02953
H 5.90751 5.91407 -1.10268
O -2.17156 -0.72801 -3.66471
H -2.23576 -0.14037 -2.90628
H -2.66192 -1.51262 -3.39522
O 1.14703 5.83720 -1.25430
H 2.01304 6.08552 -0.91131
H 1.12704 6.22449 -2.13697
O -1.47295 -4.38498 1.92741
H -1.37684 -3.43885 2.10350
H -0.88602 -4.80719 2.56277
O 0.83116 -5.60847 -5.87538
H 0.30561 -5.56039 -6.68069
H 1.36015 -6.40463 -5.98901
O -5.94813 -6.23519 1.02570
H -5.18920 -5.64535 1.09154
H -5.68774 -6.88238 0.36209
```

The largest force on an atom comes out at 4.6 eV/Å. The charge is +1. Its spin multiplicity is 1. Its HOMO energy is -0.4252 Ha. As for the total energy: -63027.7655 eV. For the relative energy (zero: lowest compared OMol25 entry of this formula, charge and spin), the calculation gives 0.0000 eV.

Atom charges from the Löwdin analysis, given in e for atoms 1 to 8: number 1, C, carries -0.10; number 2, C, carries -0.21; number 3, C, carries -0.14; number 4, C, carries -0.15; number 5, O, carries -0.05; number 6, N, carries 0.01; number 7, C, carries -0.11; number 8, O, carries -0.10